<i>
Computed, not measured: an isolated molecule of C4H2F2O, with wB97M-V/def2-TZVPD.

The value obtained for the highest occupied orbital energy is -0.323 Ha. For the HOMO-LUMO gap, the calculation gives 8.859 eV.

Last columns: bonded neighbours and bond lengths (Å).
Positions of all 9 atoms, in Å:
1 O -1.868 0.617 0.158  C2 1.353, H8 0.917
2 C -1.234 -0.558 -0.056  O1 1.353, F3 1.348, C4 1.341
3 F -1.977 -1.530 0.511  C2 1.348
4 C -0.090 -0.713 -0.737  C2 1.341, C5 1.280
5 C 0.972 -0.012 -0.598  C4 1.280, C6 1.256
6 C 1.960 0.476 0.006  C5 1.256, F7 1.348, H9 1.044
7 F 2.975 -0.242 0.526  C6 1.348
8 H -2.751 0.454 0.342  O1 0.917
9 H 2.015 1.507 -0.151  C6 1.044

<ii>
Computed, not measured: an isolated molecule of C4H2F2O, with wB97M-V/def2-TZVPD.

The value obtained for the highest occupied orbital energy (spin up / spin down) is -0.327 / -0.327 Ha. For the HOMO-LUMO gap (spin up / spin down), the calculation gives 7.939 / 7.941 eV.

Last columns: bonded neighbours and bond lengths (Å).
Positions of all 9 atoms, in Å:
1 C 0.611 -1.168 -0.353  C2 1.321, O5 1.737
2 C -0.490 -0.713 0.217  C1 1.321, C3 1.373, C4 1.557
3 C -1.653 -0.669 0.946  C2 1.373, C4 1.447
4 C -1.539 0.417 -0.003  C2 1.557, C3 1.447, F6 1.358, F7 1.345
5 O 1.882 0.013 -0.271  C1 1.737, H8 0.974, H9 0.970
6 F -1.273 1.689 0.392  C4 1.358
7 F -1.943 0.521 -1.282  C4 1.345
8 H 2.635 -0.599 -0.201  O5 0.974
9 H 1.771 0.508 0.556  O5 0.970

<iii>
Computed, not measured: a cluster of 2 separate species, C4H2F2O in total, with wB97M-V/def2-TZVPD.

The value obtained for the highest occupied orbital energy is -0.388 Ha. For the HOMO-LUMO gap, the calculation gives 9.527 eV.

Last columns: bonded neighbours and bond lengths (Å).
Positions of all 9 atoms, in Å:
1 C 0.072 -2.014 -1.971  C2 1.264
2 C 0.258 -1.378 -0.895  C1 1.264, C3 1.491, C4 1.447
3 C 0.216 -0.186 -0.001  C2 1.491, C4 1.511, O5 1.339
4 C 0.540 -1.571 0.511  C2 1.447, C3 1.511, F6 1.344, F7 1.338
5 O -0.831 0.631 0.165  C3 1.339, H9 1.043
6 F -0.280 -2.259 1.324  C4 1.344
7 F 1.815 -1.794 0.847  C4 1.338
8 H 1.538 0.366 -0.430  no bonds
9 H -1.645 0.352 -0.425  O5 1.043

The energetic minimum among the shown structures is <i>; the next structure lies 0.1057 hartree above.